No. 1
{
  "formula": "C3H4HgLiO3",
  "method": "ωB97M-V with the def2-TZVPD basis set",
  "total_charge": 2,
  "multiplicity": 2,
  "e_above_lowest_ev": 2.453,
  "s2": 0.7519,
  "total_energy_ha": -502.67450,
  "homo_lumo_gap_ev": [8.9, 7.4],
  "elements": ["H", "C", "C", "O", "C", "O", "O", "Li", "H", "H", "H", "Hg"],
  "coordinates": [[-0.2104, -1.4424, -0.2724], [-0.3287, 0.4422, -1.4075], [-0.7658, -0.9095, -1.4687], [0.4932, -1.3034, 1.1009], [0.7645, -0.1558, 1.3543], [0.9267, 0.5820, 2.2831], [0.0545, 1.0022, -0.2996], [1.3120, 0.2264, 4.1855], [0.0784, 0.8905, -2.3281], [-1.8231, -1.0489, -1.2287], [-0.4030, -1.4231, -2.3666], [-0.0983, 3.1399, 0.4479]],
  "forces_ev_per_angstrom": [[-1.71, 1.29, -4.03], [2.86, -0.02, 0.87], [1.13, -1.67, 3.24], [1.60, 3.42, -0.40], [-2.06, -4.42, 2.82], [0.56, 0.96, -1.81], [-1.16, -0.82, -0.96], [0.07, 0.03, 0.10], [-0.64, 0.50, 0.16], [-0.06, -0.15, -0.11], [-0.57, 0.20, 0.14], [-0.02, 0.69, -0.02]],
  "lowdin_spin": [0.004, 0.017, 0.009, 0.001, 0.009, 0.034, 0.215, 0.011, 0.000, 0.001, 0.000, 0.699]
}

No. 2
{
  "formula": "C27H24N2O3S2",
  "method": "ωB97M-V with the def2-TZVPD basis set",
  "total_charge": 0,
  "smiles": "CS(=O)(=O)N(Cc1ccccc1)c1ccc(C(=O)Nc2ccccc2Sc2ccccc2)cc1",
  "total_energy_ha": -2174.91377,
  "homo_lumo_gap_ev": 8.7,
  "elements": ["C", "S", "O", "O", "N", "C", "C", "C", "C", "C", "C", "C", "C", "C", "C", "C", "C", "O", "N", "C", "C", "C", "C", "C", "C", "S", "C", "C", "C", "C", "C", "C", "C", "C", "H", "H", "H", "H", "H", "H", "H", "H", "H", "H", "H", "H", "H", "H", "H", "H", "H", "H", "H", "H", "H", "H", "H", "H"],
  "coordinates": [[1.1256, 3.8298, -1.7638], [0.4857, 2.8634, -3.1559], [-0.9274, 3.0577, -3.2623], [1.2881, 3.1735, -4.2986], [0.8543, 1.2846, -2.7021], [1.8123, 0.5773, -3.5265], [1.1620, -0.4536, -4.4152], [-0.0681, -0.1800, -4.9991], [-0.6694, -1.1129, -5.8245], [-0.0458, -2.3236, -6.0773], [1.1827, -2.5985, -5.5022], [1.7831, -1.6679, -4.6720], [0.1661, 0.6238, -1.6948], [0.4674, -0.7000, -1.3587], [-0.1556, -1.3125, -0.2932], [-1.0920, -0.6362, 0.4820], [-1.6152, -1.3244, 1.6900], [-1.6853, -2.5294, 1.7971], [-1.9372, -0.4528, 2.7007], [-2.0778, -0.7764, 4.0481], [-2.7270, -1.9315, 4.4681], [-2.8579, -2.2044, 5.8177], [-2.3526, -1.3297, 6.7655], [-1.6852, -0.1870, 6.3606], [-1.5311, 0.0819, 5.0116], [-0.6630, 1.5636, 4.5175], [0.5434, 0.9189, 3.3733], [1.0374, -0.3733, 3.4816], [1.9450, -0.8354, 2.5469], [2.3771, -0.0117, 1.5211], [1.9044, 1.2869, 1.4347], [0.9840, 1.7540, 2.3536], [-1.4422, 0.6581, 0.1083], [-0.8298, 1.2761, -0.9619], [0.7634, 4.8440, -1.8753], [0.7782, 3.3986, -0.8346], [2.2049, 3.8035, -1.8333], [2.5864, 0.1270, -2.8956], [2.2799, 1.3416, -4.1523], [-0.5485, 0.7682, -4.8026], [-1.6264, -0.8932, -6.2732], [-0.5161, -3.0513, -6.7216], [1.6740, -3.5404, -5.6967], [2.7431, -1.8858, -4.2243], [1.1830, -1.2637, -1.9316], [0.0867, -2.3316, -0.0332], [-1.7205, 0.5225, 2.5359], [-3.1181, -2.6054, 3.7244], [-3.3658, -3.1041, 6.1300], [-2.4656, -1.5391, 7.8180], [-1.2692, 0.4970, 7.0846], [0.7073, -1.0171, 4.2835], [2.3161, -1.8457, 2.6259], [3.0848, -0.3797, 0.7943], [2.2500, 1.9371, 0.6444], [0.6006, 2.7618, 2.2915], [-2.2250, 1.1913, 0.6289], [-1.1593, 2.2564, -1.2576]],
  "forces_ev_per_angstrom": [[-0.31, -0.47, -0.67], [0.39, 0.45, 0.61], [-0.10, -0.15, 0.20], [0.25, -0.09, -0.04], [0.10, 0.99, -0.68], [0.36, -0.03, -0.37], [-0.03, -0.08, -0.01], [0.12, -0.01, 0.03], [-0.05, 0.03, -0.04], [-0.03, -0.06, -0.05], [0.03, -0.08, -0.04], [0.00, 0.14, 0.02], [-0.57, -0.18, 0.78], [0.10, 0.14, -0.22], [-0.26, 0.09, 0.18], [0.15, -0.02, -0.42], [-0.07, 0.13, 0.15], [0.09, -0.18, -0.01], [-0.25, 0.38, -0.10], [-0.12, -0.23, 0.31], [-0.02, -0.04, -0.14], [0.04, 0.06, 0.04], [-0.04, -0.01, 0.10], [-0.02, -0.06, 0.00], [0.21, 0.41, -0.33], [-0.12, -0.10, 0.05], [0.02, 0.06, 0.25], [0.08, 0.06, 0.01], [0.03, -0.05, 0.03], [0.10, 0.06, -0.05], [0.13, -0.04, -0.05], [-0.10, -0.04, 0.21], [0.09, -0.23, 0.04], [-0.11, -0.03, 0.02], [-0.11, 0.13, -0.08], [-0.09, -0.09, 0.16], [0.18, -0.05, 0.00], [-0.08, 0.03, -0.04], [0.13, -0.28, 0.11], [-0.13, 0.03, -0.02], [-0.09, 0.02, -0.04], [-0.04, -0.06, -0.05], [0.03, -0.08, -0.01], [0.10, -0.03, 0.08], [0.10, -0.04, -0.07], [0.04, -0.09, 0.03], [0.03, -0.23, 0.01], [-0.04, -0.05, -0.03], [-0.05, -0.08, 0.02], [-0.01, -0.03, 0.09], [0.07, 0.04, 0.06], [-0.05, -0.05, 0.04], [0.04, -0.11, -0.01], [0.06, -0.04, -0.08], [0.03, 0.05, -0.09], [-0.07, 0.11, -0.07], [-0.05, 0.07, 0.07], [-0.10, 0.03, 0.10]],
  "nbo_charge": [-0.865, 2.318, -0.928, -0.937, -0.701, -0.244, -0.067, -0.154, -0.212, -0.213, -0.203, -0.213, 0.263, -0.288, -0.128, -0.194, 0.681, -0.601, -0.650, 0.225, -0.230, -0.194, -0.227, -0.194, -0.244, 0.258, -0.073, -0.271, -0.186, -0.218, -0.204, -0.265, -0.112, -0.318, 0.254, 0.243, 0.245, 0.202, 0.266, 0.210, 0.216, 0.215, 0.214, 0.207, 0.225, 0.238, 0.411, 0.245, 0.218, 0.217, 0.224, 0.231, 0.219, 0.215, 0.208, 0.217, 0.209, 0.239]
}

No. 3
{
  "formula": "C15H26O10S2",
  "method": "ωB97M-V with the def2-TZVPD basis set",
  "total_charge": 0,
  "smiles": "O=S(=O)(O)CCC[C@H]1CCCS(=O)(=O)O1.O=C1CCCO1.O=C1CCCO1",
  "total_energy_ha": -2135.96089,
  "homo_lumo_gap_ev": 10.8,
  "elements": ["O", "S", "O", "O", "C", "C", "C", "C", "C", "C", "C", "S", "O", "O", "O", "H", "H", "H", "H", "H", "H", "H", "H", "H", "H", "H", "H", "H", "H", "O", "C", "C", "C", "C", "O", "H", "H", "H", "H", "H", "H", "O", "C", "C", "C", "C", "O", "H", "H", "H", "H", "H", "H"],
  "coordinates": [[-1.5455, 0.0054, 3.5237], [-2.2090, 0.6830, 2.4391], [-1.9249, 2.0761, 2.1645], [-3.7894, 0.5791, 2.7057], [-2.0374, -0.2582, 0.9487], [-0.6633, -0.1204, 0.2782], [0.5641, -0.4204, 1.1582], [1.2066, 0.8316, 1.7429], [1.7673, 0.7489, 3.1492], [2.1227, 2.1586, 3.6694], [2.4381, 3.2173, 2.5751], [2.7563, 2.6852, 0.8900], [1.8424, 3.3796, 0.0113], [4.1698, 2.7393, 0.6314], [2.3571, 1.1567, 0.8890], [-4.1711, 1.4417, 2.5034], [-2.2630, -1.3008, 1.1968], [-2.8222, 0.1122, 0.2803], [-0.5691, 0.8725, -0.1801], [-0.6765, -0.8349, -0.5528], [0.2956, -1.1171, 1.9592], [1.3120, -0.9220, 0.5360], [0.5033, 1.6716, 1.6659], [2.6799, 0.1426, 3.0984], [1.0582, 0.2490, 3.8136], [2.9908, 2.0816, 4.3291], [1.3009, 2.5449, 4.2799], [1.6248, 3.9411, 2.4783], [3.3455, 3.7672, 2.8374], [-1.1231, -3.4721, 1.1973], [-0.8127, -3.8711, 0.1105], [-1.5821, -4.7805, -0.8265], [-0.5224, -5.2000, -1.8422], [0.4213, -4.0009, -1.8207], [0.3445, -3.4945, -0.4748], [-2.3787, -4.1894, -1.2836], [-2.0301, -5.5997, -0.2708], [-0.9122, -5.4097, -2.8357], [-0.0004, -6.0890, -1.4856], [0.1080, -3.2052, -2.4998], [1.4590, -4.2512, -2.0247], [0.0906, -0.6214, -2.4890], [-0.1481, 0.4385, -2.9950], [0.3518, 1.8141, -2.6012], [-0.6221, 2.7477, -3.3125], [-1.0265, 1.9102, -4.5199], [-0.9712, 0.5455, -4.0668], [1.3748, 1.9276, -2.9654], [0.3686, 1.9253, -1.5216], [-0.1962, 3.7103, -3.5856], [-1.4924, 2.9293, -2.6798], [-0.3287, 2.0220, -5.3528], [-2.0357, 2.1030, -4.8756]],
  "forces_ev_per_angstrom": [[-0.46, 0.53, -0.69], [0.37, 0.10, 0.43], [-0.13, -0.62, 0.16], [0.34, -0.16, 0.07], [-0.06, -0.02, -0.17], [-0.07, -0.34, 0.01], [-0.04, -0.13, -0.02], [-0.21, 0.05, 0.04], [0.15, 0.04, -0.05], [0.19, -0.22, -0.05], [-0.08, 0.26, 0.26], [0.20, 0.14, -0.45], [0.42, -0.18, 0.43], [-0.67, -0.05, 0.03], [0.05, 0.17, 0.04], [-0.09, 0.16, -0.03], [0.13, 0.17, 0.14], [0.10, -0.02, 0.10], [-0.09, -0.21, 0.25], [-0.03, 0.24, 0.35], [0.03, 0.09, -0.13], [-0.07, 0.04, 0.14], [0.03, -0.11, 0.06], [-0.21, -0.04, 0.01], [0.05, 0.15, -0.07], [-0.13, 0.02, -0.05], [0.07, -0.02, -0.18], [0.09, -0.17, -0.02], [-0.14, -0.03, -0.09], [-0.12, -0.07, 0.02], [0.10, 0.24, -0.07], [0.14, -0.09, -0.03], [0.01, -0.02, 0.06], [-0.04, 0.01, -0.14], [0.01, -0.01, 0.04], [-0.02, 0.00, 0.02], [-0.06, 0.04, 0.01], [-0.02, 0.04, 0.00], [0.00, -0.01, -0.02], [0.00, -0.01, 0.04], [0.01, 0.00, 0.05], [0.11, -0.07, -0.33], [0.03, 0.15, -0.14], [-0.14, 0.00, -0.04], [0.00, -0.03, 0.04], [-0.01, 0.10, -0.03], [0.02, -0.07, 0.05], [0.02, -0.03, 0.03], [0.18, 0.05, -0.07], [0.03, -0.03, -0.02], [0.00, 0.02, 0.00], [0.01, 0.00, 0.01], [0.00, -0.04, 0.01]],
  "nbo_charge": [-0.921, 2.352, -0.959, -0.883, -0.682, -0.404, -0.444, 0.079, -0.423, -0.402, -0.700, 2.379, -0.956, -0.925, -0.720, 0.511, 0.273, 0.238, 0.203, 0.264, 0.244, 0.248, 0.203, 0.216, 0.244, 0.217, 0.224, 0.254, 0.260, -0.586, 0.798, -0.530, -0.429, -0.077, -0.489, 0.237, 0.244, 0.224, 0.210, 0.205, 0.198, -0.597, 0.805, -0.535, -0.428, -0.071, -0.494, 0.249, 0.261, 0.229, 0.210, 0.179, 0.197]
}